The following is a quantum chemistry calculation of C13H28F3Li2NO5 as an isolated structure, from the Open Molecules 2025 dataset.

Values from the calculation:
2S+1: 1
Lowest unoccupied orbital energy (eV): -0.7
Kohn-Sham gap (eV): 6.6

Last column: natural (NBO) charge in e.
Element x y z (Å)
Li (0.15704, 2.05099, -0.82514)  0.977
Li (-0.13497, 4.14466, -4.04837)  0.974
O (-2.19995, 2.07476, -3.06052)  -1.409
H (-3.07762, 1.72938, -3.31534)  0.429
O (1.95577, 4.55836, -1.88012)  -1.407
H (2.65538, 5.22334, -1.72888)  0.429
C (-1.31338, 4.67429, 3.76889)  -0.639
C (-0.90992, 3.91359, 2.49671)  -0.238
N (-0.68359, 2.45699, 2.73946)  -0.478
C (-1.80107, 1.57884, 3.12562)  -0.212
C (-3.05480, 1.76485, 2.19298)  -0.632
C (0.53602, 2.21499, 3.57184)  -0.221
C (1.72055, 3.11645, 3.27393)  -0.625
H (-2.32578, 4.44031, 4.09813)  0.203
H (-1.29706, 5.74428, 3.56168)  0.215
H (-0.63427, 4.49025, 4.60138)  0.201
H (-1.72323, 4.01122, 1.77761)  0.202
H (-0.13444, 4.49139, 1.99384)  0.213
H (-1.46541, 0.54977, 2.99740)  0.198
H (-2.13358, 1.79739, 4.14039)  0.171
H (-3.61830, 2.64615, 2.49939)  0.206
H (-2.87321, 1.79800, 1.11873)  0.214
H (-3.81537, 0.98510, 2.23322)  0.221
H (0.87212, 1.23731, 3.22650)  0.191
H (0.30339, 2.25530, 4.63597)  0.174
H (1.90259, 3.33947, 2.22263)  0.219
H (2.58599, 2.67373, 3.76700)  0.219
H (1.60182, 4.06160, 3.80373)  0.204
C (-1.89866, -3.77339, -3.35713)  -0.645
C (-2.19057, -3.88659, -1.87382)  -0.069
O (-1.70509, -5.11342, -1.36584)  -0.497
C (-2.38045, -6.31712, -1.53706)  0.679
O (-3.33897, -6.43258, -2.30348)  -0.537
C (-1.74365, -7.59087, -0.97422)  0.910
F (-1.56319, -8.45100, -2.05352)  -0.309
F (-0.67371, -7.32030, -0.29422)  -0.284
F (-2.60114, -8.11937, -0.07943)  -0.308
H (-2.29874, -2.84847, -3.77255)  0.229
H (-2.17050, -4.61390, -3.99568)  0.228
H (-0.83083, -3.65184, -3.53899)  0.208
H (-3.24741, -3.72266, -1.66332)  0.195
H (-1.61639, -3.12403, -1.34759)  0.199
C (4.54213, -2.15072, -2.62909)  -0.725
C (4.13255, -0.80045, -2.21766)  0.604
O (3.00933, -0.55364, -1.72783)  -0.577
C (5.20797, 0.27898, -2.42725)  -0.724
H (3.94550, -2.90541, -2.11668)  0.242
H (5.60277, -2.28271, -2.41526)  0.225
H (4.42819, -2.26532, -3.70705)  0.246
H (5.00814, 1.12336, -1.76757)  0.250
H (5.07812, 0.64642, -3.44520)  0.241
H (6.20984, -0.14758, -2.37836)  0.220

The following is a quantum chemistry calculation of C13H28F6N4O5PRuS2 as an isolated structure, from the Open Molecules 2025 dataset.

Values from the calculation:
2S+1: 5
Expectation value of S²: 6.08
Lowest unoccupied orbital energy (alpha / beta) (eV): -4.3 / -5.0
Kohn-Sham gap (alpha / beta) (eV): 7.6 / 7.1
Net charge: +1

Last column: natural (NBO) charge in e.
Element x y z (Å)
Ru (8.03138, 9.38152, 9.48091)  1.466
F (7.09926, 13.29528, 6.56924)  -0.287
C (7.77863, 13.76100, 7.58972)  0.779
F (8.63994, 14.68163, 7.23111)  -0.282
F (6.93601, 14.23232, 8.48849)  -0.291
S (8.74225, 12.41982, 8.46282)  2.225
O (7.72011, 11.38008, 8.71987)  -1.006
O (9.26334, 13.01820, 9.65718)  -0.877
N (9.77584, 11.94506, 7.38639)  -1.227
S (10.41378, 10.55556, 7.14778)  2.239
O (11.82966, 10.61146, 7.22111)  -0.859
O (9.75519, 9.47580, 7.97910)  -1.036
C (9.87580, 10.09856, 5.40630)  0.770
F (10.31540, 8.89831, 5.12118)  -0.288
F (8.55570, 10.13476, 5.40245)  -0.308
F (10.30587, 10.96189, 4.51777)  -0.282
C (9.58242, 7.32669, 14.27836)  -0.412
N (8.94202, 8.18806, 13.30527)  -0.824
C (7.51114, 8.16843, 13.47253)  -0.399
P (9.79333, 9.26728, 12.40621)  2.490
O (8.83948, 9.84749, 11.33758)  -1.149
N (11.00232, 8.42215, 11.71657)  -0.809
C (11.93563, 9.24883, 10.95999)  -0.425
C (10.72227, 7.13450, 11.12451)  -0.410
N (10.55658, 10.40237, 13.27066)  -0.822
C (10.12630, 11.79531, 13.30198)  -0.412
C (11.63005, 10.11802, 14.16616)  -0.395
H (9.11898, 6.34499, 14.23891)  0.208
H (9.42316, 7.72864, 15.28718)  0.203
H (10.61980, 7.18782, 14.03554)  0.217
H (7.04659, 7.31703, 12.94650)  0.190
H (7.06058, 9.10070, 13.14720)  0.219
H (7.32247, 8.01783, 14.54758)  0.209
H (12.31847, 10.07792, 11.56541)  0.221
H (11.47412, 9.70002, 10.06187)  0.198
H (12.81937, 8.64620, 10.66269)  0.225
H (10.04215, 6.58361, 11.74437)  0.216
H (11.62383, 6.52642, 11.02274)  0.223
H (10.27929, 7.18198, 10.14672)  0.176
H (9.47819, 12.04722, 12.46836)  0.237
H (10.98117, 12.48012, 13.24421)  0.211
H (9.59392, 12.02527, 14.23221)  0.196
H (11.71733, 9.04982, 14.31874)  0.213
H (11.45509, 10.61955, 15.08823)  0.212
H (12.55243, 10.49070, 13.70448)  0.199
C (7.89062, 7.03116, 7.98177)  -0.636
C (6.41855, 7.28996, 8.39206)  -0.187
C (5.76540, 6.01081, 8.86984)  -0.614
C (5.70806, 7.85386, 7.16649)  -0.594
C (6.44062, 8.36693, 9.43005)  -0.182
H (7.89626, 6.32200, 7.16434)  0.253
H (8.48394, 6.62350, 8.79191)  0.215
H (8.36317, 7.90211, 7.56840)  0.231
H (5.83953, 5.24531, 8.08416)  0.233
H (4.71919, 6.10065, 9.20402)  0.230
H (6.27263, 5.54849, 9.74015)  0.214
H (5.66944, 7.15488, 6.32181)  0.240
H (6.21007, 8.73434, 6.81456)  0.218
H (4.68989, 8.18603, 7.39239)  0.228
H (5.74892, 8.26914, 10.28772)  0.210

The following is a quantum chemistry calculation of a 9-piece molecular cluster, C13H28F6N8O19P overall, from the Open Molecules 2025 dataset.

Values from the calculation:
2S+1: 1
Lowest unoccupied orbital energy (eV): -6.6
Kohn-Sham gap (eV): 5.4
Net charge: +1

Last column: Löwdin charge in e.
Element x y z (Å)
O (-2.63190, 1.30712, -1.32011)  0.006
C (-3.02699, 1.35187, -2.62284)  -0.142
O (-2.21371, 2.20103, -3.51184)  0.048
C (-4.31421, 0.43428, -3.05806)  -0.086
F (-3.79322, -0.64741, -3.95833)  0.045
F (-4.89100, -0.11533, -1.77957)  0.032
C (-5.48637, 1.22746, -3.88633)  -0.093
F (-5.75237, 2.60935, -3.42351)  0.034
F (-5.18201, 1.32573, -5.35782)  0.047
C (-6.95720, 0.43449, -3.81611)  -0.143
F (-6.79288, -1.05064, -3.81848)  0.056
F (-7.68762, 0.75242, -5.09839)  -0.026
C (-7.90918, 1.00117, -2.59771)  -0.293
O (-7.77062, 0.67616, -1.30709)  0.059
P (-9.31180, 2.26100, -3.06135)  1.131
H (-1.58456, 2.73480, -2.93017)  0.105
H (-9.13344, 2.82741, -4.39624)  0.047
H (-10.54693, 1.48500, -3.00200)  0.050
H (-9.28613, 3.28714, -2.02370)  0.052
C (-1.49020, -2.03771, -0.35269)  0.038
N (-0.02522, -1.87036, -0.55139)  -0.378
O (0.69099, -1.91126, 0.45581)  0.044
O (0.36439, -1.70253, -1.71284)  0.049
H (-1.68875, -2.17581, 0.71234)  0.090
H (-1.97833, -1.13336, -0.72184)  0.082
H (-1.80138, -2.91714, -0.92013)  0.072
C (2.10235, 2.92517, -1.03698)  0.043
N (0.85074, 3.03998, -1.83320)  -0.400
O (0.01865, 3.87620, -1.46248)  0.051
O (0.73887, 2.28730, -2.80782)  0.059
H (2.06501, 3.64296, -0.21469)  0.099
H (2.15744, 1.90370, -0.65495)  0.089
H (2.93845, 3.14576, -1.70368)  0.075
C (3.14562, -1.09895, -0.99808)  0.016
N (4.30201, -0.39691, -1.61743)  -0.405
O (5.09686, -1.08280, -2.27075)  0.068
O (4.37920, 0.82288, -1.43015)  0.026
H (3.20462, -2.16148, -1.24369)  0.103
H (3.20863, -0.94870, 0.08167)  0.100
H (2.23457, -0.65843, -1.40812)  0.067
C (-2.40217, -6.48943, 0.98100)  0.050
N (-2.27906, -5.17286, 0.29896)  -0.399
O (-3.05048, -4.27534, 0.65733)  0.046
O (-1.41158, -5.07763, -0.57701)  0.053
H (-3.20055, -6.42919, 1.72379)  0.100
H (-2.63993, -7.23448, 0.21891)  0.105
H (-1.44472, -6.70297, 1.46048)  0.104
C (6.60235, 4.20074, -0.32199)  0.040
N (5.35074, 4.31554, -1.11821)  -0.404
O (4.51865, 5.15176, -0.74749)  0.039
O (5.23887, 3.56286, -2.09283)  0.046
H (6.56501, 4.91853, 0.50030)  0.061
H (6.65744, 3.17926, 0.06004)  0.109
H (7.43845, 4.42132, -0.98869)  0.110
C (5.18318, 5.48179, 3.81928)  0.047
N (5.79998, 4.34931, 3.07717)  -0.397
O (6.74264, 4.61393, 2.32190)  0.012
O (5.32033, 3.22671, 3.27370)  0.063
H (5.70229, 6.40445, 3.55098)  0.100
H (4.13175, 5.53247, 3.52888)  0.103
H (5.29134, 5.27470, 4.88588)  0.104
C (0.77622, -1.36937, 4.01667)  0.041
N (-0.18802, -2.40327, 4.48032)  -0.419
O (-0.84571, -2.99268, 3.61480)  0.028
O (-0.25753, -2.59388, 5.70006)  0.054
H (0.73182, -1.30820, 2.92714)  0.076
H (0.48340, -0.41935, 4.46846)  0.104
H (1.77133, -1.67578, 4.34542)  0.082
C (1.94562, -5.47268, 4.35650)  0.045
N (3.10200, -4.77064, 3.73715)  -0.412
O (3.89686, -5.45653, 3.08383)  0.068
O (3.17920, -3.55084, 3.92443)  0.037
H (2.00462, -6.53521, 4.11089)  0.097
H (2.00863, -5.32243, 5.43625)  0.107
H (1.03457, -5.03216, 3.94646)  0.084

The following is a quantum chemistry calculation of C13H28KN7O2PS3 as an isolated structure, from the Open Molecules 2025 dataset.

Values from the calculation:
2S+1: 2
Expectation value of S²: 0.76
Lowest unoccupied orbital energy (alpha / beta) (eV): 4.1 / 4.1
Kohn-Sham gap (alpha / beta) (eV): 3.4 / 6.6
Net charge: -2

Last column: natural (NBO) charge in e.
Element x y z (Å)
K (0.19837, -0.66171, 0.64003)  0.899
N (-2.33386, -1.32089, 1.37931)  -0.863
C (-3.33746, -0.58419, 0.62147)  -0.222
C (-3.02871, 0.90820, 0.59737)  -0.226
N (-1.79204, 1.26026, -0.08350)  -0.697
C (-1.92025, 1.40353, -1.53132)  -0.228
C (-1.27110, 0.29450, -2.34944)  -0.227
N (0.18626, 0.31783, -2.21732)  -0.871
H (-2.49794, -2.31908, 1.36395)  0.365
H (-2.31010, -1.02999, 2.35172)  0.373
H (-4.35809, -0.70892, 1.01841)  0.154
H (-3.34665, -0.98049, -0.39835)  0.181
H (-2.95527, 1.27641, 1.62525)  0.209
H (-3.89442, 1.42811, 0.15220)  0.161
H (-1.48834, 2.17151, 0.28475)  0.437
H (-1.46032, 2.35771, -1.81640)  0.188
H (-2.97973, 1.47986, -1.82010)  0.163
H (-1.60464, 0.38971, -3.39460)  0.152
H (-1.60877, -0.68454, -2.00037)  0.203
H (0.55034, 1.18318, -2.60281)  0.345
H (0.59403, -0.44107, -2.75952)  0.393
C (4.68971, -5.03673, -1.58756)  -0.633
C (3.47053, -5.26604, -2.45805)  -0.063
O (2.27944, -4.77607, -1.85013)  -0.830
P (1.81076, -3.23649, -1.95304)  1.640
S (-0.05914, -3.17068, -1.34639)  -0.732
S (2.28660, -2.44560, -3.70043)  -0.783
O (2.76438, -2.60267, -0.78663)  -0.853
C (3.19374, -1.24392, -0.77161)  -0.067
C (4.64711, -1.13207, -1.17698)  -0.633
H (5.56372, -5.52544, -2.02579)  0.190
H (4.52578, -5.44276, -0.58880)  0.209
H (4.90105, -3.97332, -1.49200)  0.223
H (3.29706, -6.33534, -2.60254)  0.166
H (3.59089, -4.79732, -3.43795)  0.199
H (3.06158, -0.89142, 0.25584)  0.176
H (2.56072, -0.64307, -1.42775)  0.201
H (5.27279, -1.74727, -0.52803)  0.199
H (4.97798, -0.09455, -1.08602)  0.202
H (4.77402, -1.45222, -2.21128)  0.226
N (-2.50437, 4.65773, 4.54007)  -0.831
C (-2.38578, 4.75122, 3.13025)  0.303
C (-1.54737, 3.90017, 2.44425)  -0.208
N (-1.34356, 3.98882, 1.07672)  -0.600
C (-2.07397, 4.98216, 0.51366)  -0.086
C (-2.91863, 5.80734, 1.20302)  -0.121
N (-3.11982, 5.73115, 2.56613)  -0.617
H (-2.32138, 3.72405, 4.87896)  0.360
H (-3.42761, 4.96494, 4.81481)  0.359
H (-0.98917, 3.14348, 2.98780)  0.175
H (-1.97663, 5.11899, -0.56306)  0.156
H (-3.46948, 6.57545, 0.66700)  0.156
S (0.00430, -1.41710, 5.89950)  -0.448
C (0.41619, -1.05203, 4.32881)  0.122
N (0.70725, -0.80334, 3.22650)  -0.644

no.,F_max (eV/A)
1,4.962
2,1.964
3,9.475
4,0.392